Molecular formula: CHClO2
Method: DFT, ωB97M-V/def2-TZVPD

Geometry (Å):
Cl1 0.747926 -0.611622 -2.133710
H1 -0.670518 0.395302 -0.652201
O1 0.201596 0.604521 -1.162693
C1 0.155379 -0.490064 2.356452
O2 -0.434382 0.101863 1.592152

Force components x, y, z for each atom (eV/Å):
-0.27 -0.61 -0.11
2.26 -0.21 -1.67
-1.94 0.85 1.66
-0.44 0.46 -0.57
0.40 -0.49 0.69

Summary:
**Molecular weight**: 80.470 g mol⁻¹
**2S+1**: 1
**Orbital gap**: 10.59 eV
**Energy relative to the best compared isomer or geometry (same formula, charge and spin)**: 5.5 kcal/mol
**Highest occupied orbital energy**: -10.330 eV
**E**: -649.29559 Eh
**LUMO energy**: 0.26 eV

=====

Molecular formula: CHClO3S
Method: DFT, ωB97M-V/def2-TZVPD

Geometry (Å):
O1 0.138320 -0.386938 0.959703
C1 -2.155895 -1.011472 -0.150819
Cl1 1.916435 -1.089994 0.819892
O2 -2.204855 0.030682 -0.655885
S1 2.524001 -1.353768 -0.987614
O3 -2.150067 -1.971198 0.427420
H1 0.112676 0.639728 0.780810

Force components x, y, z for each atom (eV/Å):
0.68 2.01 -0.37
-0.16 3.57 -1.19
-1.16 0.80 0.00
0.01 0.33 -0.64
-0.04 0.01 0.05
-0.03 -4.01 1.77
0.69 -2.71 0.37

Summary:
**Molecular weight**: 128.536 g mol⁻¹
**2S+1**: 1
**Orbital gap (alpha / beta)**: 7.55 / 7.07 eV
**Energy relative to the best compared isomer or geometry (same formula, charge and spin)**: 79.1 kcal/mol
**Highest occupied orbital energy (alpha / beta)**: -9.417 / -9.315 eV
**E**: -1122.69278 Eh
**LUMO energy (alpha / beta)**: -1.87 / -2.24 eV

=====

Molecular formula: CHClOS2
Method: DFT, ωB97M-V/def2-TZVPD

Geometry (Å):
H1 0.851605 -1.859026 1.417851
Cl1 -1.067028 0.941105 -0.003955
S1 -0.130398 -1.281720 2.028165
C1 -0.476409 0.861974 -2.474631
O1 0.623343 0.703951 -2.604798
S2 0.198887 0.633717 1.637368

Force components x, y, z for each atom (eV/Å):
1.22 -0.50 -0.94
0.24 0.13 1.28
-1.26 0.02 1.31
-0.96 0.16 -0.91
1.16 -0.18 -0.15
-0.39 0.36 -0.60

Summary:
**Molecular weight**: 128.605 g mol⁻¹
**2S+1**: 1
**Orbital gap**: 9.19 eV
**Energy relative to the best compared isomer or geometry (same formula, charge and spin)**: 14.5 kcal/mol
**Highest occupied orbital energy**: -9.589 eV
**E**: -1370.48691 Eh
**LUMO energy**: -0.40 eV

=====

Molecular formula: CHClS
Method: DFT, ωB97M-V/def2-TZVPD

Geometry (Å):
C1 -1.707489 -0.676554 3.153464
H1 1.204867 -0.425602 0.351590
Cl1 -1.260578 -1.427306 1.813082
S1 0.318797 -1.051044 -0.375000

Force components x, y, z for each atom (eV/Å):
0.08 0.21 0.06
0.71 0.50 0.58
-0.22 -0.34 0.07
-0.56 -0.37 -0.71

Summary:
**Molecular weight**: 80.539 g mol⁻¹
**2S+1**: 1
**Orbital gap (alpha / beta)**: 8.87 / 6.52 eV
**Energy relative to the best compared isomer or geometry (same formula, charge and spin)**: 97.9 kcal/mol
**Highest occupied orbital energy (alpha / beta)**: -9.836 / -8.717 eV
**E**: -896.85859 Eh
**LUMO energy (alpha / beta)**: -0.97 / -2.19 eV

=====

Molecular formula: CHClS2
Method: DFT, ωB97M-V/def2-TZVPD

Geometry (Å):
H1 0.070925 0.413835 0.007384
S1 -0.835682 2.198059 0.849411
S2 1.954942 0.931166 0.875199
C1 0.367116 1.095407 0.681541
Cl1 2.496275 -2.017399 -0.332448

Force components x, y, z for each atom (eV/Å):
-1.85 -3.06 -2.38
-0.62 0.66 0.61
1.04 -0.27 0.69
1.59 2.08 0.88
-0.17 0.59 0.21

Summary:
**Molecular weight**: 112.606 g mol⁻¹
**2S+1**: 1
**Orbital gap (alpha / beta)**: 6.31 / 6.06 eV
**Energy relative to the best compared isomer or geometry (same formula, charge and spin)**: 86.6 kcal/mol
**Highest occupied orbital energy (alpha / beta)**: -9.484 / -9.613 eV
**E**: -1295.13098 Eh
**LUMO energy (alpha / beta)**: -3.18 / -3.55 eV

=====

Molecular formula: CHCoF3NO4S2
Method: DFT, ωB97M-V/def2-TZVPD

Geometry (Å):
O1 -0.113170 -1.009304 -1.221620
O2 -1.958390 2.299437 1.268985
H1 -2.772061 0.156972 -0.410218
O3 -1.290455 1.514146 -1.021163
N1 -0.544836 0.233063 1.012398
F1 2.118171 0.713148 -0.419322
O4 0.124521 -2.205968 0.957125
S1 -1.624457 1.200469 0.405230
Co1 -1.233786 0.015974 -2.317584
C1 2.000111 -0.398277 0.270147
F2 2.722778 -1.349860 -0.278166
F3 2.357548 -0.210098 1.518815
S2 0.214027 -0.959702 0.235373

Force components x, y, z for each atom (eV/Å):
-0.06 -0.37 -0.82
0.10 -1.91 -1.50
0.95 1.48 2.65
0.95 1.01 -1.86
-0.02 -0.10 -0.63
-0.14 0.41 -0.27
0.11 1.75 -1.46
-1.32 -2.20 -0.73
0.04 1.13 1.35
0.13 -0.30 0.29
-0.02 -0.17 -0.13
-0.20 -0.01 -0.06
-0.52 -0.73 3.16

Summary:
**Molecular weight**: 271.083 g mol⁻¹
**2S+1**: 4
**Orbital gap (alpha / beta)**: 8.14 / 7.52 eV
**Energy relative to the best compared isomer or geometry (same formula, charge and spin)**: 0.0 kcal/mol
**Charge**: +1
**Highest occupied orbital energy (alpha / beta)**: -15.500 / -15.487 eV
**E**: -2872.69481 Eh
**LUMO energy (alpha / beta)**: -7.36 / -7.97 eV

=====

Molecular formula: CHCrO3
Method: DFT, ωB97M-V/def2-TZVPD

Geometry (Å):
O1 0.265466 -0.916052 0.960477
C1 0.283235 -0.121824 -0.023645
O2 -0.809059 0.115015 -0.647887
O3 1.159086 0.856317 -0.043153
Cr1 -1.615989 -1.513135 0.337946
H1 0.717260 1.579678 -0.583738

Force components x, y, z for each atom (eV/Å):
-0.63 -2.15 -0.97
-0.94 3.96 2.45
-1.19 -2.55 -0.63
-0.08 0.07 -1.23
1.79 1.60 -0.17
1.05 -0.94 0.55

Summary:
**Molecular weight**: 113.012 g mol⁻¹
**2S+1**: 5
**Orbital gap (alpha / beta)**: 9.41 / 10.23 eV
**Energy relative to the best compared isomer or geometry (same formula, charge and spin)**: 0.0 kcal/mol
**Charge**: +1
**Highest occupied orbital energy (alpha / beta)**: -16.512 / -16.880 eV
**E**: -1308.60246 Eh
**LUMO energy (alpha / beta)**: -7.10 / -6.65 eV

=====

Molecular formula: CHCsFMgO3
Method: DFT, ωB97M-V/def2-TZVPD

Geometry (Å):
H1 -1.086363 0.127278 -1.522717
O1 -0.173930 0.734941 -1.116340
C1 0.105817 -0.762235 0.677152
Cs1 1.653374 3.776964 -3.409714
O2 -0.318399 -0.551819 -0.572806
F1 1.364877 -0.635899 0.854634
Mg1 -0.857684 -1.648838 3.567570
O3 -0.687692 -1.040392 1.522220

Force components x, y, z for each atom (eV/Å):
2.28 4.45 -0.36
-3.37 -0.71 -2.61
-0.72 0.97 -1.15
0.07 0.11 -0.11
1.30 -4.20 2.84
0.57 0.18 0.14
-0.07 -0.04 0.00
-0.06 -0.76 1.24

Summary:
**Molecular weight**: 237.224 g mol⁻¹
**2S+1**: 2
**Orbital gap (alpha / beta)**: 7.31 / 10.77 eV
**Energy relative to the best compared isomer or geometry (same formula, charge and spin)**: 34.7 kcal/mol
**Charge**: +2
**Highest occupied orbital energy (alpha / beta)**: -14.224 / -17.999 eV
**E**: -583.80507 Eh
**LUMO energy (alpha / beta)**: -6.91 / -7.23 eV

=====

Molecular formula: CHEuF4NO5S2
Method: DFT, ωB97M-V/def2-TZVPD

Geometry (Å):
F1 -1.265936 1.025274 0.370460
Eu1 1.028678 0.909178 2.124368
O1 -0.861122 -2.372988 -0.516601
F2 0.405191 -2.710026 -0.016193
O2 -0.263605 -0.697186 2.754806
F3 -2.292548 1.195705 -1.508081
H1 -0.120026 -1.637070 2.636207
S1 1.652841 0.774154 -0.685793
O3 1.352422 2.026809 -1.418370
S2 -0.705623 -0.899394 -1.388853
O4 3.034989 0.272676 -0.848084
C1 -1.882828 0.356236 -0.588005
O5 -1.439248 -1.346760 -2.562372
N1 0.728249 -0.485966 -1.505457
F4 -2.903249 -0.316733 -0.107338

Force components x, y, z for each atom (eV/Å):
0.29 0.50 0.74
-0.39 -0.31 0.05
-0.07 0.83 0.10
0.07 0.13 0.42
0.74 0.49 -0.29
0.14 0.07 -0.08
-0.29 -0.21 0.08
1.35 0.90 -0.63
-0.05 -1.31 0.73
1.20 -1.01 -3.03
-1.30 0.35 0.34
0.03 -1.23 -0.62
0.36 1.01 1.49
-1.78 -0.30 0.31
-0.30 0.07 0.38

Summary:
**Molecular weight**: 399.111 g mol⁻¹
**2S+1**: 8
**Orbital gap (alpha / beta)**: 7.34 / 7.45 eV
**Highest occupied orbital energy (alpha / beta)**: -9.056 / -9.095 eV
**E**: -2375.59403 Eh
**LUMO energy (alpha / beta)**: -1.72 / -1.64 eV

=====

Molecular formula: CHF12LiO3P2
Method: DFT, ωB97M-V/def2-TZVPD

Geometry (Å):
F1 4.506414 -0.706946 -1.594962
F2 3.674213 0.978784 -0.185622
O1 -3.485927 -1.543766 -3.569542
F3 4.134333 1.509714 -2.355362
P1 -1.180467 0.838834 3.518988
Li1 -0.334837 -0.015976 0.103438
F4 -1.195507 -0.591386 2.822118
F5 -0.866817 2.249094 4.272098
F6 2.381033 -0.860056 -0.856012
P2 3.275254 0.333534 -1.551552
O2 -2.483867 -0.208126 -2.155432
O3 -2.045137 -2.277656 -1.922342
F7 -0.935137 -0.112186 4.881417
H1 -3.422697 -2.501406 -3.592322
F8 0.370613 0.769494 3.123908
F9 2.664943 -0.165676 -3.011022
F10 1.920753 1.262954 -1.446412
F11 -2.718897 0.665474 3.932868
C1 -2.624577 -1.357756 -2.536332
F12 -1.633697 1.733054 2.122088

Force components x, y, z for each atom (eV/Å):
0.03 0.68 -0.14
1.17 -0.25 1.35
-0.06 -1.27 -0.44
-0.54 -0.96 0.60
0.30 -0.78 1.25
-0.25 -0.09 -0.42
-1.48 -0.98 -2.67
-1.02 -0.95 -0.02
0.17 0.10 0.55
-2.10 -0.08 -2.47
-0.14 3.22 -0.07
-0.49 -2.35 -1.24
1.04 1.61 0.56
-0.44 -0.55 -0.63
0.90 1.22 -0.28
1.12 0.00 0.62
-0.15 0.51 -0.28
-0.46 1.46 -0.61
1.52 1.12 2.91
0.86 -1.66 1.41

Summary:
**Molecular weight**: 357.881 g mol⁻¹
**2S+1**: 1
**Orbital gap**: 7.95 eV
**Energy relative to the best compared isomer or geometry (same formula, charge and spin)**: 65.0 kcal/mol
**Charge**: -2
**Highest occupied orbital energy**: -2.591 eV
**E**: -2153.66731 Eh
**LUMO energy**: 5.36 eV

=====

Molecular formula: CHF12LiO3P2
Method: DFT, ωB97M-V/def2-TZVPD

Geometry (Å):
H1 -18.301530 -6.805650 -14.304310
Li1 -15.437220 -4.621630 -12.606900
F1 -14.075040 -3.407510 -13.470650
F2 -11.793800 -2.758490 -13.643510
O1 -17.847850 -6.422610 -15.058670
P1 -12.657480 -4.164830 -13.295000
P2 -16.357200 -3.755550 -9.916410
O2 -16.148570 -4.956130 -14.940060
F3 -17.299620 -5.022080 -10.361980
C1 -16.844000 -5.881990 -14.432440
O3 -16.703250 -6.061540 -13.199110
F4 -15.810990 -4.301740 -8.511680
F5 -17.609340 -2.970620 -9.304820
F6 -12.858460 -4.527940 -14.850380
F7 -15.365240 -2.544460 -9.552180
F8 -16.523920 -3.115110 -11.418790
F9 -12.607160 -3.595950 -11.764440
F10 -15.123490 -4.547140 -10.650670
F11 -11.317980 -5.013030 -13.077190
F12 -13.572810 -5.413920 -12.862500

Force components x, y, z for each atom (eV/Å):
-0.49 -0.54 0.06
-0.24 -0.24 -0.43
-0.65 1.62 0.29
-0.46 -1.42 -0.71
-1.91 -1.58 -1.41
-0.57 2.49 0.47
1.95 -0.13 -1.61
-0.77 -1.31 -1.66
0.18 0.85 1.33
4.00 5.64 1.93
-0.85 -2.05 1.29
-1.63 -1.76 0.72
-0.10 -0.30 -0.03
1.64 -0.45 0.02
0.02 1.50 -0.65
-1.32 0.58 0.08
0.13 -0.94 -0.03
0.67 -0.76 0.36
-0.04 0.05 -0.52
0.43 -1.26 0.50

Summary:
**Molecular weight**: 357.881 g mol⁻¹
**2S+1**: 1
**Orbital gap**: 7.62 eV
**Energy relative to the best compared isomer or geometry (same formula, charge and spin)**: 33.0 kcal/mol
**Charge**: -2
**Highest occupied orbital energy**: -2.209 eV
**E**: -2153.71843 Eh
**LUMO energy**: 5.41 eV

=====

Molecular formula: CHF2IO
Method: DFT, ωB97M-V/def2-TZVPD

Geometry (Å):
H1 -0.851840 0.448292 0.601114
F1 0.472641 1.806746 0.750654
O1 0.980843 -0.342803 0.468427
I1 2.732246 0.334068 -0.148072
C1 0.099113 0.603787 0.299109
F2 0.074187 0.847001 -1.261451

Force components x, y, z for each atom (eV/Å):
-3.06 -1.17 0.71
-0.06 0.26 0.30
-0.06 -0.32 0.62
1.36 -0.38 -0.18
2.47 1.97 -4.44
-0.65 -0.36 2.99

Summary:
**Molecular weight**: 193.918 g mol⁻¹
**2S+1**: 1
**Orbital gap**: 8.96 eV
**Energy relative to the best compared isomer or geometry (same formula, charge and spin)**: 36.8 kcal/mol
**Highest occupied orbital energy**: -10.130 eV
**E**: -611.31422 Eh
**LUMO energy**: -1.17 eV

=====

Among the records above, which one has the highest E? CHCsFMgO3